Entry 1:
The following is a quantum chemistry calculation of a 2-piece molecular cluster, C52H77N5O4 overall at a distorted geometry, from the Open Molecules 2025 dataset.

Molecular weight (g mol⁻¹): 836.219
Kohn-Sham gap (eV): 4.87

ORCA input file:
```
! wB97M-V def2-TZVPD RIJCOSX def2/J DEFGRID3
* xyz 0 1
C -1.350 -2.356 5.122
C -0.101 -2.045 4.313
C 0.505 -0.701 4.684
C 0.883 -3.166 4.586
O -0.315 -2.120 2.836
C -1.223 -1.266 2.330
N -1.140 -1.344 0.839
N -2.301 -1.073 0.393
C -2.633 -1.343 -0.972
O -1.896 -1.635 -1.893
O -3.982 -1.139 -1.050
C -4.633 -1.294 -2.377
C -4.683 -2.763 -2.764
C -3.966 -0.394 -3.399
C -6.066 -0.810 -2.212
O -1.897 -0.496 2.988
H -1.730 -3.356 4.866
H -1.101 -2.369 6.194
H -2.130 -1.606 4.979
H 1.412 -0.508 4.088
H -0.224 0.104 4.538
H 0.796 -0.710 5.742
H 1.787 -3.054 3.973
H 1.183 -3.167 5.641
H 0.408 -4.132 4.369
H -5.288 -3.320 -2.030
H -5.173 -2.866 -3.740
H -3.682 -3.200 -2.846
H -4.082 0.655 -3.085
H -2.908 -0.651 -3.503
H -4.454 -0.506 -4.375
H -6.101 0.253 -1.936
H -6.590 -0.904 -3.173
H -6.623 -1.413 -1.483
C -1.316 4.373 -3.615
C 0.018 5.001 -3.198
C 0.566 5.875 -4.326
C 1.002 3.930 -2.743
C 1.858 3.284 -3.648
C 2.621 2.191 -3.252
C 3.347 1.333 -4.287
C 3.448 1.965 -5.680
C 2.835 -0.108 -4.335
C 2.691 1.843 -1.855
C 3.623 0.846 -1.358
N 5.013 0.984 -1.452
C 5.819 1.979 -2.151
C 6.658 1.541 -3.200
C 6.827 0.072 -3.609
C 8.100 -0.492 -2.986
C 6.757 -0.136 -5.121
C 7.414 2.497 -3.895
C 7.307 3.849 -3.588
C 6.504 4.268 -2.533
C 5.810 3.344 -1.749
C 5.146 3.793 -0.448
C 5.090 5.314 -0.268
C 5.784 3.144 0.778
N 5.637 -0.067 -0.873
N 4.636 -0.824 -0.344
C 4.955 -2.096 0.268
C 4.983 -3.254 -0.538
C 4.786 -3.154 -2.050
C 3.334 -3.411 -2.417
C 5.706 -4.088 -2.837
C 5.196 -4.498 0.064
C 5.475 -4.576 1.427
C 5.576 -3.414 2.186
C 5.346 -2.160 1.618
C 5.591 -0.906 2.466
C 4.385 0.025 2.547
C 6.862 -0.154 2.053
C 3.349 -0.341 -0.678
C 2.174 -0.970 -0.281
C 1.798 2.505 -0.944
C 1.703 2.183 0.548
C 0.309 1.646 0.911
C 2.032 3.373 1.452
C 0.962 3.519 -1.412
H -1.731 3.762 -2.807
H -2.048 5.147 -3.866
H -1.169 3.732 -4.492
H -0.173 5.638 -2.322
H 1.558 6.259 -4.074
H 0.625 5.304 -5.258
H -0.099 6.727 -4.483
H 1.894 3.614 -4.692
H 4.380 1.262 -3.912
H 3.875 2.976 -5.606
H 4.123 1.370 -6.312
H 2.459 2.011 -6.163
H 2.863 -0.554 -3.333
H 1.792 -0.132 -4.684
H 3.457 -0.725 -5.001
H 5.990 -0.475 -3.162
H 8.021 -0.393 -1.899
H 8.224 -1.553 -3.228
H 8.981 0.067 -3.326
H 5.833 0.300 -5.519
H 7.607 0.326 -5.642
H 6.743 -1.210 -5.344
H 8.073 2.166 -4.701
H 7.864 4.590 -4.168
H 6.441 5.329 -2.288
H 4.106 3.441 -0.518
H 4.631 5.800 -1.136
H 4.483 5.566 0.610
H 6.095 5.729 -0.116
H 5.828 2.059 0.661
H 6.817 3.500 0.898
H 5.212 3.368 1.690
H 5.050 -2.119 -2.324
H 2.678 -2.750 -1.841
H 3.167 -3.243 -3.488
H 3.072 -4.448 -2.172
H 6.747 -3.976 -2.510
H 5.408 -5.135 -2.693
H 5.652 -3.853 -3.908
H 5.149 -5.403 -0.547
H 5.630 -5.547 1.899
H 5.846 -3.467 3.245
H 5.767 -1.292 3.479
H 3.468 -0.537 2.761
H 4.537 0.772 3.338
H 4.232 0.547 1.596
H 7.741 -0.775 2.254
H 6.863 0.062 0.978
H 6.959 0.781 2.620
H 2.243 -1.812 0.397
H 1.253 -0.662 -0.752
H 2.412 1.381 0.778
H 0.045 0.809 0.258
H 0.279 1.279 1.949
H -0.454 2.428 0.789
H 3.003 3.815 1.192
H 1.260 4.148 1.350
H 2.075 3.046 2.502
H 0.278 4.015 -0.704
*
```

Atomic partial charges in e from the Mulliken method, atoms 1 to 4: -1.79, 1.86, -1.19, -1.66

Entry 2:
The following is a quantum chemistry calculation of C52H78BrN2O4P4SSiY as an isolated structure at a distorted geometry, from the Open Molecules 2025 dataset.

Molecular weight (g mol⁻¹): 1148.065
Kohn-Sham gap (eV): 7.34

ORCA input file:
```
! wB97M-V def2-TZVPD RIJCOSX def2/J DEFGRID3
* xyz 2 1
Y 0.530 -0.017 -0.251
C -2.199 -8.626 2.290
S -3.468 -7.340 2.424
C -2.968 -6.200 1.086
C -2.111 -5.052 1.609
C -1.660 -4.156 0.450
N -1.052 -2.885 0.856
P 0.626 -2.589 1.024
C 1.157 -4.024 2.029
C 1.308 -5.275 1.436
C 1.491 -6.396 2.226
C 1.530 -6.278 3.605
C 1.443 -5.028 4.193
C 1.270 -3.898 3.411
C 1.424 -3.055 -0.577
C 2.819 -3.123 -0.578
C 3.497 -3.506 -1.720
C 2.794 -3.811 -2.876
C 1.414 -3.699 -2.896
C 0.727 -3.315 -1.756
P -1.903 -1.346 0.902
C -3.666 -1.839 0.760
C -4.291 -2.467 1.839
C -5.598 -2.903 1.730
C -6.314 -2.680 0.565
C -5.717 -2.011 -0.491
C -4.399 -1.591 -0.397
C -1.922 -0.942 2.681
C -1.388 -1.720 3.696
C -1.439 -1.266 5.004
C -2.034 -0.048 5.296
C -2.589 0.720 4.284
C -2.526 0.279 2.977
H -2.495 -9.418 2.971
H -1.231 -8.231 2.580
H -2.177 -9.011 1.275
H -3.896 -5.817 0.663
H -2.450 -6.784 0.327
H -1.246 -5.451 2.139
H -2.703 -4.473 2.315
H -2.539 -3.928 -0.165
H -0.953 -4.721 -0.165
H 1.278 -5.376 0.361
H 1.597 -7.363 1.760
H 1.641 -7.159 4.219
H 1.504 -4.933 5.265
H 1.219 -2.921 3.874
H 3.363 -2.934 0.340
H 4.572 -3.597 -1.707
H 3.320 -4.148 -3.756
H 0.875 -3.934 -3.801
H -0.354 -3.265 -1.766
H -3.760 -2.589 2.771
H -6.061 -3.410 2.562
H -7.342 -2.996 0.496
H -6.282 -1.813 -1.388
H -3.952 -1.051 -1.219
H -0.964 -2.689 3.467
H -1.015 -1.866 5.796
H -2.072 0.304 6.315
H -3.080 1.651 4.515
H -2.964 0.855 2.170
C -2.098 -1.846 -3.229
P -1.060 -0.490 -2.537
C -2.200 0.943 -2.574
C -0.001 -0.162 -4.011
C 1.063 0.890 -3.727
P 2.335 0.375 -2.485
C 3.250 1.957 -2.421
C 3.489 -0.582 -3.567
H -2.780 -1.429 -3.965
H -2.668 -2.341 -2.447
H -1.466 -2.584 -3.714
H -2.578 1.091 -3.587
H -1.682 1.841 -2.232
H -3.037 0.777 -1.896
H -0.648 0.169 -4.831
H 0.463 -1.110 -4.305
H 0.609 1.798 -3.308
H 1.587 1.143 -4.656
H 3.614 2.194 -3.421
H 4.093 1.899 -1.736
H 2.564 2.732 -2.090
H 3.714 0.008 -4.456
H 3.047 -1.529 -3.863
H 4.419 -0.784 -3.042
C 6.518 0.687 0.804
C 5.125 0.712 1.329
C 4.826 1.355 2.531
C 3.520 1.400 2.980
C 2.555 0.816 2.179
Br 0.704 0.936 2.650
N 2.798 0.180 1.039
C 4.071 0.125 0.636
H 7.231 0.613 1.621
H 6.727 1.622 0.282
H 6.670 -0.140 0.116
H 5.615 1.818 3.103
H 3.250 1.891 3.901
H 4.249 -0.420 -0.286
C 1.220 4.776 -4.261
C -0.002 4.621 -3.349
C -1.215 4.118 -4.138
C -0.339 5.960 -2.707
O 0.338 3.627 -2.378
Si 0.053 3.495 -0.769
O 0.588 2.010 -0.440
O 0.700 4.692 0.120
C 1.973 5.140 0.540
C 2.700 4.005 1.267
C 1.714 6.314 1.488
C 2.825 5.609 -0.641
O -1.565 3.534 -0.553
C -2.371 4.060 0.497
C -2.455 5.581 0.364
C -1.771 3.689 1.852
C -3.758 3.429 0.327
H 1.021 5.518 -5.027
H 1.468 3.836 -4.748
H 2.075 5.102 -3.675
H -1.499 4.851 -4.886
H -2.050 3.968 -3.457
H -0.984 3.181 -4.640
H -0.498 6.714 -3.473
H 0.474 6.273 -2.065
H -1.234 5.866 -2.103
H 2.180 3.768 2.192
H 3.722 4.295 1.496
H 2.706 3.124 0.626
H 1.146 5.977 2.351
H 1.139 7.080 0.975
H 2.651 6.747 1.823
H 2.915 4.810 -1.372
H 3.817 5.888 -0.295
H 2.379 6.477 -1.116
H -1.448 5.987 0.352
H -3.009 6.012 1.193
H -2.957 5.855 -0.561
H -0.843 4.233 1.997
H -1.550 2.624 1.868
H -2.463 3.931 2.654
H -4.142 3.653 -0.664
H -4.449 3.825 1.066
H -3.705 2.347 0.438
*
```

Atomic partial charges in e from the Mulliken method, atoms 1 to 4: -2.42, -0.67, -0.09, -1.14

Entry 3:
The following is a quantum chemistry calculation of a 12-piece molecular cluster, C52H81ClN5O22 overall at a distorted geometry, from the Open Molecules 2025 dataset.

Molecular weight (g mol⁻¹): 1163.686
Kohn-Sham gap (eV): 8.09

ORCA input file:
```
! wB97M-V def2-TZVPD RIJCOSX def2/J DEFGRID3
* xyz 1 1
N -3.267 4.608 -2.962
C -2.740 4.447 -4.096
N -3.532 4.433 -5.256
N -1.307 4.312 -4.260
C -0.961 2.927 -4.645
C -0.419 2.094 -3.497
C -0.093 0.689 -4.070
C -0.929 -0.440 -3.437
C -1.469 -1.406 -4.427
N -1.968 -1.110 -5.693
C -2.397 -2.220 -6.271
N -2.207 -3.248 -5.449
C -1.625 -2.753 -4.296
Cl -1.206 -3.679 -2.947
H -2.516 4.608 -2.277
H -4.221 3.696 -5.249
H -2.967 4.381 -6.092
H -1.094 4.883 -5.075
H -0.249 2.885 -5.468
H -1.873 2.412 -4.984
H 0.514 2.500 -3.114
H -1.119 2.052 -2.665
H 0.964 0.508 -3.905
H -0.303 0.711 -5.140
H -0.413 -0.952 -2.635
H -1.797 0.030 -2.965
H -2.004 -0.175 -6.078
H -2.854 -2.290 -7.240
H -2.474 -4.197 -5.656
O 1.627 1.602 -0.269
C 1.370 0.500 0.121
O 0.578 -0.353 -0.566
C 0.362 -1.563 0.205
C 1.530 -1.625 1.175
C 1.812 -0.144 1.423
H -0.593 -1.485 0.711
H 0.333 -2.416 -0.468
H 1.305 -2.195 2.074
H 2.394 -2.085 0.694
H 1.203 0.259 2.234
H 2.864 0.053 1.609
O -1.849 -3.299 1.321
C -2.613 -2.727 2.054
O -2.537 -1.394 2.274
C -3.507 -1.011 3.279
C -4.558 -2.110 3.257
C -3.724 -3.329 2.873
H -2.995 -0.948 4.241
H -3.912 -0.034 3.029
H -5.088 -2.215 4.201
H -5.295 -1.906 2.479
H -3.285 -3.803 3.751
H -4.290 -4.049 2.286
O -0.757 2.384 -8.495
C 0.406 2.654 -8.370
O 1.208 2.033 -7.466
C 2.514 2.656 -7.475
C 2.628 3.339 -8.828
C 1.179 3.723 -9.110
H 2.561 3.365 -6.644
H 3.274 1.891 -7.328
H 3.316 4.178 -8.832
H 2.969 2.622 -9.578
H 0.926 4.696 -8.688
H 0.946 3.703 -10.169
O -2.036 -3.690 5.343
C -0.888 -3.394 5.543
O -0.137 -3.987 6.487
C 1.156 -3.344 6.567
C 1.340 -2.665 5.220
C -0.093 -2.310 4.846
H 1.137 -2.628 7.390
H 1.917 -4.093 6.770
H 2.011 -1.811 5.260
H 1.740 -3.377 4.494
H -0.391 -1.346 5.253
H -0.258 -2.338 3.770
O -7.688 -6.170 5.533
C -6.515 -6.083 5.771
O -5.756 -5.038 5.381
C -4.368 -5.275 5.721
C -4.409 -6.304 6.839
C -5.660 -7.110 6.488
H -3.855 -5.655 4.834
H -3.913 -4.351 6.026
H -3.501 -6.901 6.905
H -4.552 -5.804 7.790
H -5.442 -7.930 5.800
H -6.169 -7.486 7.371
O 2.736 5.594 -10.993
C 3.893 5.874 -10.872
O 4.703 5.256 -9.972
C 6.010 5.880 -9.983
C 6.114 6.561 -11.339
C 4.663 6.945 -11.616
H 6.063 6.590 -9.158
H 6.772 5.123 -9.845
H 6.805 7.400 -11.342
H 6.452 5.844 -12.089
H 4.406 7.916 -11.191
H 4.421 6.924 -12.675
O 2.189 0.629 7.907
C 1.685 1.109 6.937
O 0.984 0.357 6.040
C 0.589 1.181 4.924
C 0.615 2.609 5.443
C 1.737 2.552 6.475
H 1.304 1.023 4.112
H -0.401 0.877 4.587
H 0.768 3.349 4.663
H -0.329 2.837 5.941
H 2.713 2.742 6.029
H 1.570 3.227 7.308
O -6.046 -10.342 4.468
C -6.561 -9.903 3.484
O -7.256 -10.670 2.608
C -7.659 -9.885 1.475
C -7.644 -8.442 1.963
C -6.518 -8.470 2.992
H -6.948 -10.057 0.664
H -8.645 -10.208 1.151
H -7.499 -7.718 1.163
H -8.586 -8.208 2.459
H -5.543 -8.284 2.537
H -6.695 -7.776 3.807
O 1.780 5.029 4.809
C 2.640 5.393 4.056
O 3.918 5.577 4.446
C 4.695 6.118 3.360
C 3.932 5.737 2.099
C 2.486 5.749 2.590
H 4.767 7.198 3.494
H 5.695 5.693 3.392
H 4.124 6.407 1.263
H 4.206 4.728 1.790
H 2.034 6.739 2.518
H 1.867 5.017 2.078
O -4.090 -3.474 8.233
C -3.450 -3.678 9.224
O -3.323 -4.905 9.778
C -2.589 -4.820 11.013
C -1.789 -3.529 10.911
C -2.709 -2.654 10.063
H -3.304 -4.803 11.838
H -1.959 -5.700 11.114
H -1.538 -3.103 11.880
H -0.858 -3.712 10.373
H -3.435 -2.111 10.670
H -2.159 -1.964 9.430
O 9.417 7.809 -7.943
C 9.180 6.714 -7.536
O 8.342 5.858 -8.185
C 8.164 4.661 -7.406
C 9.380 4.592 -6.493
C 9.687 6.071 -6.260
H 7.229 4.747 -6.847
H 8.096 3.806 -8.076
H 9.200 4.027 -5.581
H 10.212 4.124 -7.020
H 9.126 6.479 -5.418
H 10.748 6.261 -6.131
*
```

Atomic partial charges in e from the Mulliken method, atoms 1 to 4: -0.70, 0.50, -0.57, -0.45

Number 1: HOMO level -5.923 eV. Number 2: HOMO level -11.931 eV. Number 3: HOMO level -10.724 eV.